This record from the Open Molecules 2025 dataset describes 6 unconnected molecules or ions with the total composition C28H53BFN2O9 at a distorted geometry. The level of theory is ωB97M-V/def2-TZVPD.

CARTESIAN COORDINATES (ANGSTROEM)
C (-4.752, 3.243, -0.245)
C (-3.784, 2.060, -0.306)
O (-2.410, 2.527, -0.241)
B (-1.532, 1.549, -0.603)
O (-0.360, 1.852, -1.212)
C (-1.759, -0.028, -0.329)
C (-2.289, -0.807, -1.326)
N (-2.489, -2.101, -1.153)
F (-3.045, -2.800, -2.155)
C (-2.170, -2.745, -0.039)
C (-1.644, -2.028, 0.989)
C (-1.439, -0.650, 0.875)
C (-0.894, 0.151, 2.036)
O (-1.490, 1.148, 2.367)
O (0.250, -0.222, 2.702)
C (0.043, -1.139, 3.709)
C (-1.217, -1.440, 4.248)
C (-1.241, -2.355, 5.282)
N (-0.231, -3.015, 5.813)
C (0.959, -2.727, 5.297)
C (1.094, -1.802, 4.287)
H (-4.588, 3.842, 0.654)
H (-5.757, 2.801, -0.196)
H (-4.725, 3.850, -1.154)
H (-4.020, 1.417, 0.553)
H (-3.943, 1.551, -1.266)
H (-0.124, 2.780, -1.066)
H (-2.571, -0.350, -2.272)
H (-2.348, -3.812, 0.050)
H (-1.385, -2.553, 1.905)
H (-2.122, -0.953, 3.898)
H (-2.224, -2.557, 5.716)
H (1.851, -3.218, 5.679)
H (2.097, -1.587, 3.917)
C (2.391, 0.060, 7.405)
C (3.346, 0.948, 6.621)
C (3.151, 2.414, 6.973)
O (3.138, 0.759, 5.218)
H (1.351, 0.310, 7.173)
H (2.536, -0.988, 7.139)
H (2.543, 0.169, 8.480)
H (4.375, 0.654, 6.830)
H (2.135, 2.738, 6.726)
H (3.835, 3.039, 6.398)
H (3.324, 2.592, 8.035)
H (2.232, 1.016, 5.017)
C (0.124, -3.727, -5.172)
C (0.453, -2.280, -4.843)
C (1.626, -2.182, -3.885)
O (-0.698, -1.648, -4.260)
H (-0.155, -4.278, -4.267)
H (-0.726, -3.781, -5.853)
H (0.974, -4.229, -5.635)
H (0.684, -1.738, -5.760)
H (1.396, -2.682, -2.937)
H (1.843, -1.138, -3.651)
H (2.522, -2.636, -4.309)
H (-0.909, -2.122, -3.450)
C (0.368, 2.144, -8.084)
C (0.050, 0.956, -7.191)
C (-0.736, 1.385, -5.961)
O (1.266, 0.322, -6.787)
H (0.981, 2.876, -7.553)
H (0.939, 1.824, -8.957)
H (-0.544, 2.638, -8.426)
H (-0.523, 0.216, -7.753)
H (-0.158, 2.093, -5.360)
H (-0.948, 0.524, -5.326)
H (-1.681, 1.856, -6.240)
H (1.782, 0.966, -6.290)
C (1.658, 7.455, -7.392)
C (1.966, 6.056, -7.902)
C (1.635, 5.922, -9.381)
O (1.217, 5.094, -7.154)
H (0.594, 7.681, -7.505)
H (1.891, 7.535, -6.330)
H (2.232, 8.208, -7.933)
H (3.020, 5.830, -7.740)
H (0.570, 6.100, -9.556)
H (1.853, 4.912, -9.732)
H (2.208, 6.630, -9.980)
H (0.281, 5.279, -7.287)
C (-0.232, -4.652, 9.966)
C (-0.404, -5.909, 9.127)
C (0.733, -6.069, 8.132)
O (-1.646, -5.852, 8.425)
H (-0.232, -3.762, 9.329)
H (-1.059, -4.544, 10.668)
H (0.703, -4.677, 10.529)
H (-0.448, -6.782, 9.780)
H (0.757, -5.222, 7.441)
H (0.593, -6.969, 7.530)
H (1.698, -6.136, 8.637)
H (-1.615, -5.083, 7.845)

Atoms 1-6, force components in eV/Å:
C -0.11 -0.60 -0.16
C -0.67 1.16 0.35
O -0.32 -1.24 -0.48
B 0.41 0.80 0.18
O 0.15 -0.20 0.73
C 0.02 0.71 0.32

Summary:
Total energy: -54689.897 eV
Kohn-Sham gap: 6.31 eV
HOMO level: -11.486 eV
Net charge: +1